# 1
This record from OMol25 describes a cluster of 2 separate species, C3H9OS in total. The level of theory is ωB97M-V/def2-TZVPD.

The HOMO-LUMO gap is 6.0 eV. Its energy relative to the best compared isomer or geometry (same formula, charge and spin) is 1.852 eV. The HOMO energy comes out at -2.162 eV. For the LUMO energy, the calculation gives 3.9 eV. The net charge is -1.

Positions of all 14 atoms, in Å:
C (-1.89556, -1.68733, -0.03876)
O (-1.60793, -1.11990, 1.33215)
H (-2.26132, -0.82474, -0.62248)
H (-1.07542, -2.24529, -0.57170)
H (-2.69577, -2.28474, 0.18827)
C (1.50980, 1.37954, -0.95572)
C (1.48725, 0.65362, 0.42939)
S (0.33635, 1.48203, 1.58966)
H (1.98889, 2.41689, -0.81584)
H (0.47945, 1.62766, -1.26648)
H (1.99462, 0.75049, -1.72179)
H (1.05243, -0.40121, 0.38347)
H (2.44294, 0.44685, 0.92906)
H (-1.75572, -0.19387, 1.14076)

Atoms 1-6, force components in eV/Å:
1.6 2.3 1.3
-0.1 -1.5 -2.4
0.4 -0.6 -0.3
-0.5 0.8 0.9
-2.0 -2.0 -0.2
0.5 0.7 1.1



# 2
This record from OMol25 describes a structure of composition C18H18NO4Ti. The level of theory is ωB97M-V/def2-TZVPD.

The HOMO-LUMO gap (alpha / beta) is 4.3 / 5.2 eV. As for the expectation value of S²: 2.0983. Its energy relative to the best compared isomer or geometry (same formula, charge and spin) is 8.781 eV. The HOMO energy (alpha / beta) comes out at -2.044 / -2.915 eV. For the LUMO energy (alpha / beta), the calculation gives 2.3 / 2.3 eV. The net charge is -1. Its spin multiplicity is 3.

Positions of all 42 atoms, in Å:
C (0.44713, -1.69199, 3.73660)
C (-0.90837, -1.87277, 3.22898)
C (-0.79410, -2.22302, 1.87620)
H (-1.79088, -1.75407, 3.80125)
C (0.59917, -2.22097, 1.51587)
C (1.36847, -1.84720, 2.64262)
H (2.41896, -1.77163, 2.71439)
H (0.72011, -1.40324, 4.72470)
H (-1.60509, -2.44236, 1.21509)
H (0.97895, -2.41760, 0.53588)
C (-0.97081, 2.14619, 2.39409)
C (-0.66172, 1.74598, 3.70270)
C (0.82258, 1.53671, 3.76628)
H (-1.31884, 1.44299, 4.47255)
C (1.34212, 1.86919, 2.45877)
C (0.24222, 2.27702, 1.65617)
H (0.29954, 2.59056, 0.63322)
H (-1.95260, 2.34348, 2.04768)
H (1.38285, 1.16797, 4.57357)
H (2.37103, 1.88059, 2.21835)
Ti (0.01115, -0.00900, 2.10293)
O (-0.28771, -0.14342, -1.84596)
C (-1.42479, -0.92660, -2.33323)
C (-0.10012, -0.92601, -3.08115)
H (-1.67217, -1.78294, -1.72980)
H (-2.22781, -0.34715, -2.75405)
H (0.51867, -1.80050, -2.93531)
H (0.81721, -1.91590, -5.37079)
C (0.55491, -0.86849, -5.46092)
C (0.06544, -0.19579, -4.32726)
C (-0.25654, 1.16506, -4.44339)
H (-0.60351, 1.69472, -3.56565)
C (-0.10266, 1.82173, -5.65451)
H (-0.34899, 2.87379, -5.72753)
C (0.37144, 1.14035, -6.77279)
H (0.49128, 1.65676, -7.71598)
C (0.70005, -0.20929, -6.66480)
H (1.07790, -0.74441, -7.52801)
O (0.29092, 1.01486, 6.20149)
N (-0.01387, -0.00706, 5.51981)
O (-0.84811, -0.80735, 6.02373)
O (-0.00343, -0.03918, 4.14824)

Atoms 1-6, force components in eV/Å:
0.5 -2.7 -0.9
1.7 -1.5 -0.9
0.9 -0.1 -0.3
-0.5 0.1 0.4
-1.1 0.6 -0.7
-1.8 -0.3 0.7



# 3
This record from OMol25 describes a cluster of 4 separate species, C6H19INO3 in total. The level of theory is ωB97M-V/def2-TZVPD.

The HOMO-LUMO gap is 7.3 eV. Its energy relative to the best compared isomer or geometry (same formula, charge and spin) is 0.000 eV. The HOMO energy comes out at -4.340 eV. For the LUMO energy, the calculation gives 2.9 eV. The net charge is -1.

Positions of all 30 atoms, in Å:
I (2.47723, -0.42369, -0.16835)
C (-1.98872, 0.97167, 0.39251)
C (-1.06563, 1.55061, 1.46175)
C (-1.80771, 2.38495, 2.46913)
O (-2.30628, 3.54915, 1.82771)
C (-3.22414, 4.23968, 2.61718)
N (-0.26749, 0.53793, 2.18987)
H (-1.49230, 0.12736, -0.08426)
H (-2.23717, 1.72318, -0.35539)
H (-2.91369, 0.60182, 0.85012)
H (-0.31187, 2.18026, 0.97836)
H (-1.17638, 2.66097, 3.31841)
H (-2.66583, 1.80328, 2.85433)
H (-4.19823, 3.73293, 2.64818)
H (-3.37219, 5.23147, 2.17993)
H (-2.85308, 4.38254, 3.64117)
H (0.45238, 0.21154, 1.53948)
H (-0.84212, -0.28771, 2.34995)
C (0.87501, -2.17762, -4.01262)
O (1.79387, -1.17106, -3.67506)
H (1.32558, -3.18100, -4.00693)
H (0.01160, -2.17740, -3.33532)
H (0.52976, -1.99905, -5.03203)
H (2.10150, -1.36225, -2.77582)
C (3.79272, -4.11781, -1.53198)
O (4.61529, -3.25288, -0.79953)
H (3.41960, -4.95877, -0.93144)
H (2.91850, -3.60147, -1.95414)
H (4.36941, -4.51517, -2.36873)
H (4.04037, -2.66342, -0.28649)

Atoms 1-6, force components in eV/Å:
0.0 -0.2 0.0
0.0 0.0 0.2
0.9 -0.4 0.1
-0.6 0.1 0.0
0.1 0.0 -0.1
-0.1 0.4 0.0



# 4
This record from OMol25 describes a structure of composition C13H7CeCl2MnN3O3. The level of theory is ωB97M-V/def2-TZVPD.

The HOMO-LUMO gap (alpha / beta) is 7.2 / 6.1 eV. As for the expectation value of S²: 8.8281. Its energy relative to the best compared isomer or geometry (same formula, charge and spin) is 0.000 eV. The HOMO energy (alpha / beta) comes out at -21.769 / -21.840 eV. For the LUMO energy (alpha / beta), the calculation gives -14.6 / -15.7 eV. The net charge is +4. Its spin multiplicity is 6.

Positions of all 30 atoms, in Å:
Mn (-5.68848, -2.27521, -3.83339)
Ce (-2.54108, -1.03836, -0.14947)
Cl (-3.74003, -1.12581, -3.34901)
Cl (-2.57327, -3.57628, -0.14519)
C (-2.71049, -1.66182, 2.25128)
C (-6.96485, -0.95915, -4.04127)
C (-6.54654, -3.14656, -2.44140)
O (-2.80743, -2.05332, 3.34394)
O (-7.47064, 0.08405, -4.23693)
O (-7.28793, -3.59885, -1.65444)
N (6.69044, 1.29026, 3.79857)
C (5.74446, 1.18664, 3.11660)
C (4.58276, 1.07457, 2.27821)
C (3.77124, -0.06757, 2.32448)
C (2.61736, -0.15228, 1.52942)
C (2.29115, 0.91009, 0.67301)
C (3.11733, 2.03627, 0.60268)
C (4.25344, 2.12011, 1.40860)
N (1.12195, 0.82654, -0.11470)
C (0.76406, 1.71272, -1.14328)
C (-0.37955, 1.26242, -1.70679)
N (-0.80061, 0.13311, -0.98052)
C (0.15830, -0.11550, -0.04925)
H (4.04546, -0.88428, 2.98898)
H (1.99388, -1.04675, 1.57472)
H (2.86947, 2.86166, -0.07424)
H (4.88443, 3.00648, 1.36239)
H (1.37751, 2.55667, -1.38993)
H (-0.95597, 1.63648, -2.53727)
H (0.18361, -0.99634, 0.59421)

Atoms 1-6, force components in eV/Å:
4.0 -0.3 -1.4
-2.0 -1.4 -2.0
-0.7 -0.5 0.4
0.1 1.2 0.0
-0.6 -2.5 7.7
-4.5 8.1 -1.5



# 5
This record from OMol25 describes a cluster of 2 separate species, C7H15N3O4S in total. The level of theory is ωB97M-V/def2-TZVPD.

The HOMO-LUMO gap is 7.5 eV. Its energy relative to the best compared isomer or geometry (same formula, charge and spin) is 3.027 eV. The HOMO energy comes out at -9.199 eV. For the LUMO energy, the calculation gives -1.7 eV.

Positions of all 30 atoms, in Å:
C (-2.29375, 1.25258, -0.67578)
C (-3.79589, 2.06534, -2.50455)
C (1.15027, 0.64959, 2.35940)
C (2.81398, -2.07883, 1.25856)
C (0.54268, -2.74363, 0.70359)
C (-2.55826, 1.25083, -2.15270)
C (0.57949, 0.44188, 1.02873)
N (-1.33600, 0.27833, -0.33914)
N (-0.53295, 0.43477, 0.55982)
N (1.56616, -1.72230, 0.61387)
O (3.05493, 0.80312, 0.13989)
O (-2.84781, 1.91520, 0.15731)
O (1.36464, 0.18480, -1.52305)
O (1.31645, 2.39707, -0.49704)
S (1.77344, 1.04118, -0.44991)
H (-4.65568, 1.70419, -1.94513)
H (-4.00978, 1.98867, -3.56672)
H (-3.64596, 3.11221, -2.25196)
H (0.76088, 1.57411, 2.78974)
H (2.22925, 0.72520, 2.25810)
H (0.89854, -0.17937, 3.01872)
H (2.64471, -2.20393, 2.32998)
H (3.23696, -3.01274, 0.86775)
H (3.52314, -1.27023, 1.09740)
H (-0.33490, -2.41693, 0.14893)
H (0.87089, -3.71104, 0.30030)
H (0.26783, -2.88714, 1.75014)
H (-2.64723, 0.21454, -2.48559)
H (-1.66800, 1.66600, -2.63439)
H (1.73196, -1.47346, -0.35627)

Atoms 1-6, force components in eV/Å:
-0.4 1.1 -0.1
0.2 0.0 0.1
0.0 -0.3 0.9
0.1 0.0 0.0
0.0 0.0 0.0
-0.3 0.2 0.0



# 6
This record from OMol25 describes the molecule C4H7F. The level of theory is ωB97M-V/def2-TZVPD.

The HOMO-LUMO gap is 11.6 eV. Its energy relative to the best compared isomer or geometry (same formula, charge and spin) is 0.641 eV. The HOMO energy comes out at -10.420 eV. Its structure (SMILES) is FC1CCC1. For the LUMO energy, the calculation gives 1.2 eV.

Positions of all 12 atoms, in Å:
C (0.52446, 0.41445, -0.48954)
C (0.53966, 0.08106, 1.06607)
C (-0.48685, -0.98533, 0.90217)
C (-0.26673, -0.96807, -0.68780)
H (1.51009, 0.66810, -0.98715)
H (0.34803, 0.95265, 1.71043)
H (1.42329, -0.43625, 1.35766)
H (-1.43577, -0.57605, 1.13327)
H (-0.46603, -1.95331, 1.42308)
H (-0.99376, -0.89018, -1.43004)
H (0.54841, -1.74809, -0.93478)
F (-0.31084, 1.41450, -0.77976)

Atoms 1-6, force components in eV/Å:
1.2 -2.4 1.2
0.8 1.1 -0.8
-1.7 -0.6 -1.8
4.5 -0.2 2.0
-1.0 -0.7 0.4
0.0 -0.5 -0.1



We obtain electronic energy values of -593.10482, -1901.44584, -818.22940, -3434.42220, -1139.01852, -256.42030 a.u. for the records listed above, in that order.